# C14H42Cl2N4O10

A 7-piece molecular cluster, C14H42Cl2N4O10 overall (the ωB97M-V functional and the def2-TZVPD basis, the Open Molecules 2025 dataset).

Values from the calculation:
- M: 497.41 g/mol
- Charge: -2
- Frontier orbital gap: 4.74 eV
- Relative energy (zero: lowest compared OMol25 entry of this formula, charge and spin): 0.0 kJ/mol

Structure (XYZ):
```
72
Properties=species:S:1:pos:R:3:forces:R:3:mulliken_charge:R:1
Cl 3.663 2.034 -1.247 -0.52 -0.32 -0.74 1.75
Cl 1.699 -3.394 -2.771 -0.28 0.07 0.06 1.73
O 1.831 -2.522 -1.614 0.02 0.05 0.13 -0.72
O -0.640 -0.012 -5.917 0.88 0.93 1.08 -0.99
O 4.875 2.546 -0.660 0.02 0.22 0.24 -0.73
O 0.342 -3.341 -3.245 -0.02 -0.18 0.11 -0.65
O -0.009 1.377 -3.173 0.12 -1.09 0.76 -0.93
O 3.525 0.626 -0.906 -0.05 0.14 0.12 -0.61
O 2.495 2.743 -0.766 0.14 0.04 0.58 -0.65
O 2.058 -4.738 -2.383 0.01 0.12 -0.16 -0.74
O 3.710 2.186 -2.682 0.28 -0.16 0.08 -0.70
O 2.582 -2.924 -3.821 0.15 -0.05 0.10 -0.83
N 1.061 0.201 2.870 0.03 0.29 -0.38 1.03
N 1.789 -0.049 -4.590 0.01 0.42 0.68 -0.03
N -2.164 -0.240 0.315 0.25 0.63 -0.64 0.22
N 0.433 0.029 -0.826 -1.06 -0.35 -0.51 1.42
C 2.025 -0.708 2.285 -0.10 -1.62 -0.47 -0.10
C 1.510 -2.162 2.187 -0.69 0.42 0.72 -1.35
C -3.703 -0.748 2.226 0.20 0.30 0.38 -1.74
C -0.006 0.991 4.957 -0.24 -0.38 0.54 -1.32
C -2.751 1.076 0.067 -0.54 0.09 0.21 -0.59
C -1.209 1.417 -3.872 0.97 0.68 -0.04 -0.23
C -2.113 2.196 0.882 0.33 -0.10 -0.70 -1.02
C 1.252 1.569 2.386 0.42 0.02 0.07 0.39
C -2.630 -1.162 -0.731 -0.53 -0.17 0.32 -0.40
C -2.269 -0.702 1.694 -0.30 -0.59 -0.65 0.08
C 2.616 2.162 2.711 0.21 0.53 0.72 -1.64
C -2.048 -2.559 -0.629 -0.08 -0.38 0.03 -1.25
C -1.539 0.332 -4.916 -0.30 -1.57 -0.77 -0.53
C 1.005 0.045 4.320 -0.69 0.39 -0.79 -0.55
H 2.141 -0.971 -4.317 0.14 0.08 -0.22 0.26
H -1.629 -0.107 2.341 0.02 0.11 -0.05 -0.51
H 2.650 3.238 2.525 -0.09 -0.07 -0.29 0.43
H 0.329 2.020 5.072 0.04 0.02 -0.15 0.28
H 0.244 0.469 -1.788 0.00 0.61 -1.21 0.55
H 2.058 -2.700 1.419 0.00 -0.19 0.09 0.50
H -2.443 -0.701 -1.704 0.34 -0.04 0.04 0.30
H -0.953 0.961 4.414 0.13 0.16 -0.21 0.24
H -4.434 -1.149 1.523 0.16 -0.16 -0.10 0.29
H 2.004 0.167 4.763 -0.03 -0.23 0.26 0.39
H -2.335 -3.164 -1.489 -0.05 0.16 -0.10 0.44
H -3.733 -1.243 -0.682 0.02 -0.05 -0.02 0.51
H 2.845 2.066 3.781 -0.05 -0.13 -0.01 0.37
H -1.935 1.931 1.923 -0.11 0.08 0.05 0.07
H 0.443 2.197 2.763 0.05 0.01 0.10 0.46
H -2.042 1.472 -3.132 -0.46 -0.08 -0.34 -0.12
H 2.239 -0.485 1.239 0.12 0.75 0.21 -0.04
H -0.959 -2.614 -0.590 0.02 0.25 0.02 0.12
H -2.449 -3.067 0.253 0.09 -0.05 -0.01 0.32
H -1.206 2.369 -4.446 -0.34 0.09 0.01 0.39
H -4.026 0.268 2.470 -0.11 -0.08 0.10 0.34
H 2.306 0.409 -5.333 0.18 -0.29 0.07 0.38
H -3.722 -1.349 3.139 -0.14 0.06 0.00 0.47
H -0.257 0.605 5.951 0.17 0.16 0.08 0.43
H -1.803 -0.634 -4.416 -0.09 0.19 0.68 0.08
H -3.846 1.037 0.221 0.06 0.02 0.16 0.60
H 1.090 0.649 -0.360 0.05 -0.24 0.03 -0.28
H -2.510 0.627 -5.382 -0.12 0.37 0.21 0.29
H 1.528 -2.683 3.152 0.37 -0.10 -0.13 0.40
H 1.735 0.598 -3.780 -0.26 -0.11 -0.29 0.19
H -0.542 -0.030 -0.420 0.93 0.24 0.58 -0.17
H 2.980 -0.762 2.831 0.07 0.42 -0.06 0.31
H 1.152 1.581 1.305 -0.11 -0.07 -0.05 -0.68
H 0.777 -0.091 -4.924 -0.81 -0.16 -0.92 0.20
H -1.157 2.418 0.398 0.10 0.07 0.32 0.22
H -2.643 1.312 -0.994 0.20 -0.08 0.02 0.07
H 0.442 -2.140 1.940 0.14 0.02 -0.38 0.00
H 0.598 -0.957 4.469 0.50 -0.17 0.29 0.35
H 3.439 1.710 2.162 -0.13 -0.09 -0.19 0.25
H -2.706 3.107 0.810 -0.09 -0.05 0.14 0.48
H 0.770 -0.932 -0.951 0.51 0.26 -0.08 0.17
H -1.829 -1.698 1.690 -0.04 -0.03 0.22 0.31
```
Positions in Å, forces in eV/Å.

# C29H58ClNbO10P

C29H58ClNbO10P as an isolated structure (the ωB97M-V functional and the def2-TZVPD basis, the Open Molecules 2025 dataset).

Values from the calculation:
- M: 726.11 g/mol
- Charge: -1
- Frontier orbital gap: 6.17 eV

Structure (XYZ):
```
100
Properties=species:S:1:pos:R:3:forces:R:3:mulliken_charge:R:1
Nb 0.807 1.053 0.357 -1.52 -0.32 -0.37 -0.83
Cl 2.173 4.627 -0.401 0.18 -0.28 0.24 -0.37
P 2.786 2.702 0.246 1.25 0.22 1.44 0.27
O -1.007 7.881 -0.437 -0.65 0.69 -0.13 -0.26
O 4.629 -5.279 -2.551 -0.44 -0.63 0.22 -0.35
O 2.604 -6.265 -2.309 0.96 -0.22 -0.02 -0.55
O -1.390 -3.416 -2.464 -0.69 -1.49 -0.80 -0.14
O -1.526 10.045 -0.120 -0.34 -0.26 -0.21 -0.33
O -3.073 8.632 -0.991 0.75 0.28 0.31 -0.54
O -4.403 0.313 2.143 1.63 -0.89 1.32 -0.31
O 3.370 2.976 1.874 -1.21 1.16 -1.34 -0.53
O 4.503 -7.381 -1.767 -0.32 0.26 -0.10 -0.31
O -2.861 -1.048 1.163 -0.90 3.50 3.31 -0.48
C -2.870 2.573 -2.181 -1.69 0.02 1.61 0.45
C -4.675 2.141 3.781 -0.31 -0.32 -0.58 -0.71
C 1.245 -4.862 1.077 -0.27 0.93 -1.63 -0.83
C 0.341 -4.828 -0.274 0.37 -0.78 0.30 0.27
C -3.059 -0.154 2.029 1.06 -2.88 -2.66 -0.03
C 7.020 -5.004 -2.845 -0.09 0.20 -0.28 -1.49
C 2.966 -1.288 1.255 0.92 -0.41 0.58 -0.20
C -1.119 -5.472 -0.079 -0.07 0.16 0.74 -0.87
C 2.742 -2.767 1.879 0.18 0.37 -0.60 -0.60
C 1.164 7.733 0.641 -0.17 -0.28 0.01 -0.82
C -3.669 3.975 -1.987 0.85 -0.25 -0.33 -1.21
C 5.869 -7.114 -2.053 0.35 -0.43 0.34 -0.50
C 3.794 -6.306 -2.215 -1.05 0.32 -0.18 0.60
C -1.225 -3.852 -3.833 0.92 0.38 -0.36 -0.74
C -0.044 2.324 2.037 -0.94 0.58 0.47 -1.18
C 2.528 -3.906 0.756 0.41 -1.03 1.25 -0.28
C 0.211 8.580 -0.175 1.00 -0.57 0.51 0.51
C -1.525 1.979 2.546 -0.13 0.51 1.16 0.01
C 2.029 -0.152 1.909 1.33 -0.57 -0.26 -0.68
C -0.288 9.803 0.536 0.30 0.55 0.08 -0.54
C -1.884 2.420 -0.925 0.82 -0.42 0.52 0.77
C -2.551 -4.016 -1.842 -1.34 0.96 0.45 -0.54
C -3.962 1.368 -2.060 -0.12 0.48 -0.23 -0.89
C -1.821 0.440 2.896 -1.26 -0.24 0.71 0.32
C 5.909 -5.614 -2.020 0.92 0.57 -0.31 0.59
C -4.799 0.541 3.521 -0.25 1.56 0.93 -0.30
C -2.331 -4.445 -0.319 0.14 -1.17 -0.08 -0.17
C -1.975 8.835 -0.561 -0.78 -0.56 -0.32 0.60
C -0.351 2.105 -1.289 -0.09 0.52 -1.76 -0.99
H 5.951 -5.232 -0.993 -0.03 -0.13 -0.02 0.23
H 0.895 -5.470 -1.055 -0.82 1.46 1.05 -0.30
H -3.993 4.100 -0.888 0.29 -0.30 -1.79 0.21
H 0.692 2.323 2.911 -1.00 -0.05 -0.90 0.47
H 7.087 -5.473 -3.831 -0.06 -0.04 0.09 0.34
H 1.296 -0.671 2.617 0.68 0.80 -0.86 0.11
H 0.664 8.829 -1.141 -0.07 0.10 0.06 0.25
H -3.539 0.392 -2.480 -0.67 1.29 0.60 0.19
H -2.916 4.809 -2.210 -1.18 -0.94 0.33 0.26
H -1.184 -5.794 1.031 -0.02 0.41 -1.62 0.36
H 2.698 0.524 2.541 -0.97 -0.80 -0.64 0.28
H -5.618 2.544 4.289 1.49 -0.55 -0.35 0.35
H -1.261 -6.448 -0.681 0.25 1.61 0.70 0.31
H -3.374 -3.201 -1.832 1.07 -1.20 0.01 0.18
H -1.675 2.566 3.534 0.03 -0.87 -1.48 0.21
H -1.866 -3.244 -4.576 0.66 -1.01 1.17 0.23
H -1.922 3.351 -0.258 0.05 -1.14 -1.01 0.18
H -4.653 2.635 2.737 0.05 -0.81 1.67 0.15
H -0.378 1.372 -2.188 0.14 0.94 1.31 0.39
H 0.163 3.054 -1.708 -0.84 -1.34 0.56 0.22
H -4.156 -0.080 4.226 -0.80 0.91 -0.87 0.34
H 1.267 6.737 0.202 0.03 0.35 0.04 -0.22
H -1.397 -4.977 -3.946 0.04 1.47 0.13 0.32
H 2.150 8.199 0.693 -0.07 -0.01 -0.07 0.43
H 1.598 -5.926 1.309 -0.70 1.46 -0.12 0.22
H -3.293 -4.997 0.007 1.29 0.94 -0.58 0.34
H -0.130 -3.650 -4.109 -1.55 -0.26 0.45 0.20
H -2.238 1.550 -0.250 0.30 1.33 -1.18 -0.69
H 6.101 -7.534 -3.037 0.09 0.19 -0.01 0.31
H -2.983 -4.861 -2.503 0.93 0.95 1.19 0.38
H -0.950 -0.275 2.757 -1.18 1.08 -0.21 -0.33
H -3.709 2.421 4.325 -1.53 -0.34 -0.65 0.13
H -0.492 9.637 1.599 0.14 -0.16 -0.06 0.31
H -5.892 0.236 3.736 1.70 0.26 -0.99 0.32
H 0.384 10.656 0.430 -0.22 0.02 -0.08 0.30
H 0.795 7.591 1.661 -0.05 0.08 -0.07 0.34
H 2.494 -3.491 -0.310 -0.17 -0.44 1.59 0.44
H -2.204 -3.576 0.406 -0.14 -0.80 -1.31 -0.02
H 7.984 -5.117 -2.344 -0.10 0.01 0.02 0.39
H 3.666 -3.014 2.503 -1.34 0.16 -0.66 0.29
H 6.833 -3.941 -3.015 0.05 -0.08 0.18 0.38
H 0.587 -4.419 1.909 1.19 -0.76 -0.96 0.37
H -0.478 -0.229 0.514 -0.06 0.33 0.34 0.22
H -2.103 0.378 4.017 0.34 0.06 -1.73 0.46
H 2.896 -1.371 0.120 -0.14 0.25 1.60 0.15
H -4.560 4.064 -2.710 1.28 -0.09 1.17 0.38
H -4.266 1.193 -0.963 0.65 0.31 -1.62 0.10
H -2.337 2.559 -3.186 -0.61 -0.05 1.37 0.32
H -2.369 2.338 1.861 1.51 -0.37 0.70 0.08
H -4.940 1.662 -2.600 1.56 -0.61 0.53 0.37
H 4.062 -0.987 1.479 -1.59 -0.46 -0.46 0.29
H 3.441 -4.611 0.807 -1.15 1.09 -0.27 0.02
H 1.835 -2.750 2.573 1.19 -0.03 -0.90 0.31
H 2.732 3.623 2.264 0.59 -0.88 -0.11 0.29
H 1.568 -0.003 -0.945 0.15 -0.15 -0.04 0.03
H 6.522 -7.570 -1.307 -0.23 -0.05 0.01 0.31
H -0.069 3.415 1.642 0.05 -1.51 0.51 0.31
H 0.305 -3.721 -0.586 -0.19 -1.86 0.26 0.37
```
Positions in Å, forces in eV/Å.

# C21H48IN3NbO3

C21H48IN3NbO3 as an isolated structure (the ωB97M-V functional and the def2-TZVPD basis, the Open Molecules 2025 dataset).

Values from the calculation:
- M: 610.44 g/mol
- Charge: -1
- Frontier orbital gap: 6.03 eV

Structure (XYZ):
```
77
Properties=species:S:1:pos:R:3:forces:R:3:mulliken_charge:R:1
I 6.757 -2.723 -0.656 0.22 0.05 -0.03 -0.11
Nb 3.384 -1.112 -0.110 -0.41 0.86 1.84 -0.76
O 3.422 2.835 -3.511 0.07 0.18 -0.14 -0.55
O -5.481 -1.677 1.301 0.25 -0.09 -0.33 -0.68
O -5.093 2.328 -1.039 0.00 0.07 -0.03 -0.56
N 1.257 3.067 -4.140 0.11 0.05 0.06 0.14
N -3.216 -1.799 1.493 -0.42 0.44 0.38 0.22
N -7.299 2.386 -1.562 0.07 0.00 -0.02 0.13
C -6.212 2.762 -0.853 -0.02 -0.05 0.00 0.12
C 3.973 0.526 2.522 -0.04 -0.02 -0.23 2.51
C 1.725 -1.838 1.265 -0.47 -0.34 -0.57 -1.09
C -3.431 -2.527 2.743 0.12 -0.03 -0.06 -1.16
C 0.261 2.957 -5.174 -0.03 -0.04 -0.09 -0.93
C 0.500 -0.925 1.498 0.11 0.05 0.12 -0.12
C 2.561 2.776 -4.361 -0.12 -0.12 0.12 0.12
C 4.722 -3.010 0.007 -0.04 0.05 -0.20 -1.05
C -7.127 1.405 -2.618 -0.05 -0.03 -0.03 -0.84
C -8.611 2.926 -1.297 -0.04 0.04 0.06 -0.92
C -0.792 -1.487 0.904 0.06 0.06 -0.17 -0.47
C -2.061 -0.883 1.503 0.02 -0.02 -0.28 -1.02
C 4.768 -0.079 1.342 0.42 -0.46 -0.32 -1.56
C 3.594 -4.583 1.681 -0.17 -0.06 0.04 -1.31
C 4.771 -3.622 1.423 -0.06 -0.04 -0.07 0.33
C 4.498 1.928 2.844 0.03 0.09 0.08 -1.75
C 0.867 3.487 -2.804 -0.06 0.02 0.01 -0.73
C -4.203 -0.810 -0.531 -0.03 0.12 0.00 -0.91
C 2.381 0.706 -0.848 0.23 -0.18 -0.61 -1.20
C 3.991 -0.376 3.770 0.02 -0.03 0.13 -1.37
C -4.374 -1.429 0.837 0.07 -0.24 0.20 0.71
H 3.953 -5.579 1.952 -0.03 0.06 -0.01 0.33
H 4.572 -0.647 -1.423 -0.47 -0.36 -0.29 0.00
H 0.741 2.623 -6.094 -0.03 0.00 0.00 0.30
H 0.346 -0.756 2.574 0.01 -0.10 -0.04 0.39
H -2.532 -2.440 3.353 -0.04 -0.06 -0.02 0.43
H 2.321 1.430 -0.022 -0.01 -0.08 0.03 0.40
H -6.425 1.762 -3.372 0.00 0.03 0.01 0.29
H -6.441 3.510 -0.076 0.01 0.00 0.01 0.27
H -8.542 3.638 -0.475 -0.03 0.00 -0.01 0.29
H 4.792 -2.835 2.186 -0.01 -0.02 -0.07 -0.35
H 1.391 4.401 -2.518 -0.01 0.02 -0.03 0.27
H 1.380 -2.816 0.907 -0.03 0.03 0.13 0.64
H -0.207 3.670 -2.800 0.01 0.00 0.03 0.39
H 5.581 1.896 3.000 -0.06 0.00 0.02 0.38
H -3.742 0.177 -0.504 -0.09 0.00 0.04 0.36
H 5.235 0.720 0.750 -0.08 -0.03 -0.02 0.36
H 2.761 2.462 -5.401 0.02 0.01 -0.01 0.27
H 3.045 -0.901 3.919 0.04 0.01 -0.04 0.18
H 4.036 2.346 3.746 -0.03 -0.03 -0.06 0.45
H -5.191 -0.706 -0.971 0.07 -0.03 -0.01 0.04
H 4.776 -1.136 3.714 -0.01 0.09 -0.03 0.18
H -3.612 -3.587 2.554 -0.07 0.06 -0.02 0.29
H 2.964 -4.696 0.794 0.10 0.02 -0.01 0.30
H 2.917 0.657 2.232 0.03 -0.01 0.07 -0.66
H -0.227 3.916 -5.370 0.03 0.02 0.02 0.32
H 1.112 2.723 -2.067 0.00 -0.03 -0.02 0.13
H 4.179 0.212 4.674 -0.06 -0.03 -0.04 0.44
H -9.315 2.141 -1.009 0.03 -0.02 0.01 0.34
H -2.346 0.034 0.985 0.14 -0.02 0.02 0.25
H 2.234 -2.048 2.217 0.12 0.12 -0.09 0.01
H 2.626 -2.061 -1.521 0.53 -0.04 0.00 -0.09
H 2.844 1.175 -1.714 -0.04 0.13 0.10 0.58
H -9.014 3.446 -2.169 0.03 0.00 -0.01 0.33
H 0.671 0.073 1.076 -0.11 0.01 0.09 0.25
H 1.367 0.389 -1.137 0.00 0.02 0.14 0.37
H -3.573 -1.447 -1.154 -0.03 -0.01 0.04 0.34
H -0.790 -1.307 -0.178 0.00 -0.18 0.02 0.08
H -6.739 0.468 -2.221 -0.01 0.01 0.03 0.17
H 2.928 -4.241 2.476 0.10 0.00 0.01 0.28
H -0.513 2.231 -4.910 0.02 -0.01 0.02 0.33
H -1.874 -0.592 2.543 -0.05 -0.06 -0.04 0.56
H 5.706 -4.174 1.552 -0.04 0.00 0.02 0.64
H 4.384 -3.783 -0.684 0.07 0.06 0.01 0.68
H -4.290 -2.121 3.280 0.06 -0.02 0.06 0.35
H -0.820 -2.573 1.035 -0.01 0.06 0.12 0.35
H -8.094 1.223 -3.082 0.02 -0.01 -0.02 0.39
H 4.300 2.616 2.017 0.06 -0.07 0.00 0.40
H 5.594 -0.699 1.706 0.01 0.13 0.01 0.51
```
Positions in Å, forces in eV/Å.

# C4H9NO3

A 2-piece molecular cluster, C4H9NO3 overall (the ωB97M-V functional and the def2-TZVPD basis, the Open Molecules 2025 dataset).

Values from the calculation:
- M: 119.12 g/mol
- Charge: +1
- 2S+1: 2
- ⟨S²⟩: 0.7528
- Frontier orbital gap (alpha / beta): 7.28 / 7.27 eV
- Relative energy (zero: lowest compared OMol25 entry of this formula, charge and spin): 423.7 kJ/mol

Structure (XYZ):
```
17
Properties=species:S:1:pos:R:3:forces:R:3:nbo_charge:R:1
O -0.270 2.088 -0.913 0.12 0.19 0.39 -0.41
O -2.874 -1.143 -1.294 -0.54 -0.07 -0.33 -0.42
O 2.239 -0.321 -0.695 -0.08 0.05 0.45 -0.67
N -0.424 -1.140 -0.049 0.59 -0.36 -0.21 -0.86
C 0.888 0.528 1.132 -0.62 3.23 -0.86 0.33
C 2.125 0.487 0.440 0.89 -2.23 -0.98 -0.24
C -0.924 1.221 -0.445 0.78 0.72 -1.30 0.46
C -0.393 0.174 0.607 -1.30 -2.95 0.81 -0.31
H -1.180 0.122 1.374 0.21 0.81 0.30 0.27
H -1.906 0.984 -0.877 -0.27 -0.39 0.61 0.20
H 2.946 0.227 1.145 -0.02 0.41 0.22 0.29
H 2.394 1.501 0.076 -0.42 0.43 0.60 0.34
H 1.645 -1.084 -0.600 -0.17 0.11 -0.33 0.50
H -3.370 -1.783 -1.840 -0.05 0.03 0.00 0.45
H -0.417 -1.896 0.630 0.17 0.25 0.20 0.38
H -1.294 -1.296 -0.561 0.32 0.29 -0.10 0.41
H 0.814 1.333 1.869 0.39 -0.54 0.52 0.24
```
Positions in Å, forces in eV/Å.